Entry 1:
This record from OMol25 describes a 3-piece molecular cluster, C20H32F6N5O3S2 overall at a distorted geometry. The level of theory is ωB97M-V/def2-TZVPD.

Computed properties:
net charge: +1
2S+1: 1
LUMO energy: -3.0 eV
HOMO energy: -11.0 eV
frontier orbital gap: 7.965 eV
DFT total energy: -72819.89735 eV

```
68
Properties=species:S:1:pos:R:3:forces:R:3
O 0.208 1.839 5.741 -0.7 0.2 0.6
C 0.651 1.753 4.668 0.1 -0.2 0.0
F 2.008 1.471 4.560 -1.4 0.2 -1.2
C -0.177 1.895 3.344 2.0 0.5 -0.1
N -0.062 0.590 2.587 0.3 -0.5 0.1
C -0.228 0.753 1.103 -0.3 1.7 -1.9
C -1.611 1.336 0.659 -1.0 -0.1 -0.2
C -2.708 0.217 0.464 0.8 -0.8 1.2
S -3.696 0.375 -1.070 -0.7 -0.8 0.7
C -4.980 -0.888 -0.803 0.4 -0.7 -0.1
S -5.976 -1.438 -1.960 0.8 0.6 0.6
N -5.055 -1.432 0.553 0.0 1.4 -2.3
C -5.768 -0.702 1.481 1.1 -2.7 3.2
C -5.579 -1.516 2.671 -0.1 1.4 -2.4
N -4.802 -2.616 2.357 0.2 0.0 -0.1
C -4.470 -2.583 1.058 -1.5 1.9 1.7
C -0.922 -0.487 3.214 -1.0 -0.9 1.7
C -0.145 -1.469 4.169 -0.2 -0.5 -0.4
C 0.966 -2.336 3.459 -0.5 0.5 1.1
C 0.439 -3.271 2.335 0.1 -0.7 0.8
F 0.998 -4.516 2.544 -0.3 1.2 -0.3
F -0.928 -3.488 2.398 1.2 0.6 0.0
C 0.789 -2.832 0.857 0.1 -2.4 -1.5
F 1.329 -3.918 0.224 -0.4 1.2 0.5
F 1.715 -1.852 0.765 -1.2 -0.2 0.3
F -0.342 -2.552 0.142 1.2 0.7 0.9
H 0.371 2.672 2.747 -0.7 -0.6 0.3
H -1.227 2.192 3.535 0.8 -0.4 0.0
H 0.919 0.297 2.736 -0.3 0.1 -0.3
H -0.040 -0.172 0.518 0.0 0.4 1.0
H 0.550 1.497 0.777 -0.5 -0.7 0.5
H -2.034 2.079 1.385 0.6 -0.5 -0.6
H -1.495 1.888 -0.308 0.3 -0.4 0.8
H -2.167 -0.769 0.443 -0.6 0.8 -0.2
H -3.349 0.180 1.384 0.2 0.1 -1.0
H -6.298 0.254 1.351 0.5 -0.9 -0.4
H -5.992 -1.251 3.666 0.5 -0.7 -0.8
H -3.840 -3.277 0.474 -0.7 0.6 0.5
H -1.485 -1.109 2.483 0.7 0.8 0.1
H -1.684 0.042 3.845 0.6 -0.5 -0.7
H -0.920 -2.173 4.574 0.6 0.8 -0.4
H 0.307 -0.969 5.059 -0.3 -0.2 -0.8
H 1.795 -1.653 3.162 -0.4 -0.8 -0.2
H 1.391 -3.004 4.253 -0.3 0.5 -0.8
C 3.116 -1.713 -2.001 0.0 0.0 0.0
C 2.535 -1.000 -3.193 -0.1 0.3 -0.3
O 2.142 0.157 -3.115 0.0 0.0 0.1
N 2.454 -1.675 -4.366 0.1 0.1 0.5
C 2.863 -3.039 -4.649 -0.2 0.3 -0.4
H 3.108 -1.039 -1.148 0.0 0.1 -0.2
H 2.511 -2.588 -1.757 0.2 -0.1 0.0
H 4.147 -2.011 -2.197 -0.1 -0.2 0.0
H 2.054 -1.130 -5.115 0.0 -0.1 0.0
H 3.612 -3.019 -5.443 0.0 -0.2 0.1
H 1.993 -3.597 -4.998 0.1 -0.2 0.0
H 3.279 -3.530 -3.774 0.0 0.1 0.0
C 2.038 3.387 -3.142 0.0 0.1 0.0
C 1.716 4.855 -3.245 -0.2 0.3 0.1
O 0.889 5.390 -2.517 0.0 -0.1 0.1
N 2.374 5.587 -4.181 -0.1 -0.3 0.2
C 3.378 5.141 -5.128 -0.2 0.5 0.0
H 1.432 2.948 -2.353 0.0 0.1 -0.1
H 1.806 2.879 -4.078 0.2 -0.1 0.1
H 3.090 3.246 -2.889 0.0 -0.1 -0.2
H 2.106 6.560 -4.191 0.0 0.0 0.0
H 4.294 5.709 -4.957 0.1 -0.2 -0.1
H 3.019 5.345 -6.138 0.2 -0.1 -0.1
H 3.588 4.080 -5.029 -0.1 0.1 0.1
```
Forces are in eV/Å.

=====

Entry 2:
This record from OMol25 describes C27H41N6O11Tm as an isolated structure at a distorted geometry. The level of theory is ωB97M-V/def2-TZVPD.

Computed properties:
2S+1: 3
LUMO energy (spin up / spin down): -0.5 / -0.5 eV
HOMO energy (spin up / spin down): -8.7 / -8.7 eV
frontier orbital gap (spin up / spin down): 8.276 / 8.278 eV
DFT total energy: -89658.44463 eV

```
86
Properties=species:S:1:pos:R:3:forces:R:3
Tm -1.610 -0.159 -0.536 0.6 0.0 0.2
C 0.836 3.901 -3.151 0.0 0.1 0.0
C 0.995 2.548 -2.443 0.0 0.0 0.1
C 1.995 1.719 -3.273 0.1 0.0 -0.1
C 3.041 0.798 -2.612 -0.1 -0.1 0.1
C 3.631 1.362 -1.330 0.0 0.1 0.0
C 4.146 0.535 -3.632 0.0 0.1 0.0
N 2.369 -0.522 -2.322 -0.4 -0.1 0.0
C 3.119 -1.613 -1.600 -0.1 0.1 -0.1
C 2.836 -1.662 -0.102 0.1 -0.1 0.1
N 1.419 -1.647 0.216 0.1 0.2 0.0
C 0.701 -2.759 -0.410 0.1 -0.3 0.0
C 0.243 -2.374 -1.818 0.3 0.3 0.1
O 0.396 -3.106 -2.774 0.1 -0.1 -0.1
O -0.195 -1.148 -1.872 0.1 -0.6 -0.5
C 1.112 -1.506 1.657 -0.1 0.0 0.0
C 1.747 -2.609 2.498 0.1 0.0 0.1
C 1.493 -0.127 2.194 0.1 0.1 0.1
C 0.518 1.053 2.055 -0.1 0.0 -0.1
C -0.726 0.815 2.906 0.0 0.0 0.1
C 1.259 2.291 2.566 0.0 0.0 0.0
N 0.122 1.216 0.615 0.0 0.1 -0.1
C -0.360 2.574 0.273 0.0 0.1 0.0
C -1.022 2.630 -1.103 -0.1 0.1 -0.2
N -0.301 1.878 -2.147 0.1 0.0 0.1
C -1.129 1.752 -3.360 0.1 0.2 -0.2
C -2.357 0.816 -3.357 -0.2 -0.2 0.3
O -2.926 0.681 -4.414 0.0 0.1 -0.1
O -2.710 0.269 -2.230 -0.1 0.5 -0.9
H 1.789 4.431 -3.142 0.0 0.0 0.0
H 0.103 4.549 -2.677 0.0 0.0 0.0
H 0.544 3.772 -4.192 0.0 0.0 0.0
H 1.453 2.751 -1.471 0.0 0.0 0.0
H 2.598 2.438 -3.831 -0.1 0.0 0.0
H 1.470 1.146 -4.042 0.0 0.0 0.0
H 3.972 2.379 -1.518 0.0 0.0 0.0
H 4.490 0.779 -0.998 0.0 0.0 0.0
H 2.919 1.403 -0.506 -0.1 0.0 0.0
H 4.653 1.473 -3.853 0.0 0.0 0.0
H 3.739 0.150 -4.568 0.0 0.0 0.0
H 4.896 -0.163 -3.266 0.0 0.0 0.0
H 2.073 -0.919 -3.219 -0.1 0.1 0.0
H 1.441 -0.385 -1.846 0.1 -0.1 -0.1
H 4.182 -1.481 -1.790 0.0 0.0 0.1
H 2.804 -2.537 -2.082 0.0 0.0 0.1
H 3.335 -0.826 0.389 -0.1 0.0 0.0
H 3.345 -2.576 0.251 -0.1 0.0 0.0
H -0.193 -2.973 0.180 0.0 0.0 0.0
H 1.292 -3.682 -0.460 0.0 0.0 0.0
H 0.027 -1.629 1.728 0.1 0.0 0.0
H 2.829 -2.480 2.585 0.0 0.0 0.0
H 1.544 -3.592 2.076 0.0 0.0 0.0
H 1.334 -2.599 3.506 0.0 0.0 0.0
H 2.464 0.176 1.788 0.0 0.0 0.0
H 1.667 -0.220 3.269 0.0 -0.1 0.0
H -0.427 0.735 3.952 0.0 0.0 0.0
H -1.243 -0.107 2.634 0.0 0.0 0.0
H -1.446 1.626 2.821 0.0 0.0 0.0
H 1.641 2.101 3.568 0.0 0.0 0.0
H 0.611 3.162 2.625 0.0 0.0 0.0
H 2.112 2.538 1.928 0.0 0.0 0.0
H 0.951 1.020 0.055 -0.1 0.0 0.0
H 0.450 3.309 0.335 0.0 0.0 0.0
H -1.125 2.856 0.998 0.0 0.0 0.0
H -1.173 3.684 -1.380 0.1 -0.1 0.1
H -2.039 2.233 -1.052 0.0 0.0 0.1
H -0.503 1.387 -4.174 -0.1 0.0 0.0
H -1.504 2.735 -3.677 0.0 -0.1 0.0
O -4.663 1.603 1.871 -0.1 0.0 0.1
C -3.899 0.740 1.496 0.2 -0.1 -0.1
O -2.899 0.946 0.691 -0.5 0.4 0.5
C -4.045 -0.681 2.029 -0.3 0.0 0.3
C -5.032 -0.861 2.988 0.2 0.0 -0.2
C -5.213 -2.097 3.582 -0.3 0.0 0.3
C -4.407 -3.174 3.288 0.1 0.1 0.0
C -3.406 -2.976 2.364 0.1 -0.6 0.1
C -3.227 -1.779 1.648 0.1 0.4 -0.3
O -2.365 -1.709 0.671 0.0 -0.4 0.3
N -2.483 -4.109 2.161 -0.4 0.6 0.0
O -1.306 -3.853 1.987 0.3 -0.1 0.0
O -2.942 -5.224 2.236 0.0 -0.3 0.0
N -6.277 -2.271 4.587 0.3 0.0 -0.4
O -6.961 -1.307 4.850 -0.1 0.1 0.1
O -6.408 -3.375 5.076 -0.1 -0.1 0.2
H -5.648 -0.014 3.255 0.0 0.0 0.0
H -4.537 -4.129 3.778 0.0 0.1 0.0
```
Forces are in eV/Å.

=====

Entry 3:
This record from OMol25 describes C8H27CsN9Na3O13S2 as an isolated structure at a distorted geometry. The level of theory is ωB97M-V/def2-TZVPD.

Computed properties:
2S+1: 1
LUMO energy: -2.4 eV
HOMO energy: -4.4 eV
frontier orbital gap: 1.992 eV
DFT total energy: -84229.17342 eV

```
63
Properties=species:S:1:pos:R:3:forces:R:3
Na -2.089 2.942 -1.188 0.7 -0.1 -0.7
Na 3.643 -0.741 -0.687 -1.2 0.0 0.0
Na 0.550 0.233 -4.445 -0.5 1.3 0.1
Cs -1.528 -4.174 3.492 0.1 0.3 -0.5
S -0.069 3.897 -5.241 -2.3 1.1 -0.7
O -1.485 4.217 -5.494 -1.1 -0.9 0.2
O 0.097 3.269 -3.918 -0.2 -2.4 3.0
O 0.462 2.997 -6.245 0.9 -2.5 -1.5
O 0.631 5.128 -5.235 2.5 3.1 0.1
S -0.204 -1.261 -0.707 -0.6 -0.4 -0.4
O 0.796 -1.914 -1.577 1.2 -0.8 -1.0
O 0.532 -0.521 0.307 1.4 1.1 1.9
O -0.997 -0.331 -1.520 -0.9 0.7 -0.6
O -1.076 -2.279 -0.073 -0.3 -0.4 0.3
C 1.273 5.302 3.176 -0.9 -1.5 0.0
C 0.057 4.354 2.693 -0.2 2.5 1.0
C -1.164 5.281 2.393 0.6 -1.8 0.8
O -2.264 4.370 2.320 -1.3 0.6 -0.9
C -3.568 4.982 2.132 0.7 0.4 0.1
N 0.487 3.585 1.546 1.1 -0.1 -0.1
H 1.037 5.987 3.990 -0.4 0.0 -0.2
H 1.731 5.857 2.357 -0.3 -0.1 -0.1
H 2.034 4.643 3.595 0.2 -0.1 -0.1
H -0.210 3.610 3.443 -0.2 0.6 0.8
H -0.912 5.837 1.490 -0.5 0.0 -0.3
H -1.361 5.959 3.223 0.2 0.2 0.1
H -3.692 5.900 2.707 0.2 -0.1 0.6
H -4.359 4.289 2.418 0.3 -0.1 -0.1
H -3.741 5.370 1.127 0.2 -0.5 -0.5
H 0.250 2.610 1.654 -0.9 -0.2 -0.2
H 1.450 3.506 1.843 0.9 -0.1 -1.2
C 3.366 0.059 4.684 2.7 -1.7 -0.2
O 4.344 -0.428 4.136 0.8 -0.4 0.5
N 3.184 0.268 5.990 0.6 0.3 2.1
N 2.314 0.349 4.004 -4.6 1.7 -2.6
H 2.291 0.623 6.302 0.5 -0.3 0.3
H 3.865 -0.106 6.635 -0.2 0.4 -0.1
H 2.146 0.032 3.060 0.3 0.3 0.1
H 1.631 0.959 4.430 -0.2 -0.3 -0.5
C -1.208 -5.676 -3.587 -0.2 -2.7 -1.0
O -1.368 -6.719 -4.228 -1.5 0.4 0.7
N -2.023 -4.961 -2.801 -2.9 0.0 1.1
N -0.034 -5.134 -3.580 4.0 2.2 0.0
H -2.840 -5.424 -2.427 0.1 0.2 -0.3
H -1.670 -4.199 -2.240 0.0 -0.1 0.0
H 0.075 -4.323 -2.988 0.9 -0.1 -0.3
H 0.744 -5.620 -4.003 -0.2 0.3 0.1
C -5.491 0.150 -1.012 -4.4 0.9 -0.9
O -6.663 0.526 -0.974 0.0 0.5 0.4
N -4.957 -0.537 -0.043 1.8 -2.2 3.4
N -4.753 0.318 -2.076 2.4 0.4 -1.6
H -5.559 -0.808 0.722 0.0 0.2 -0.4
H -4.139 -1.113 -0.180 0.1 0.2 0.0
H -5.060 0.952 -2.799 0.2 -0.4 0.1
H -3.819 -0.052 -1.970 0.3 0.4 -1.0
C 4.529 -6.819 -2.054 1.8 -3.4 -2.5
O 3.773 -7.330 -2.792 -3.2 -3.2 -2.8
N 4.301 -5.729 -1.526 -2.9 8.8 4.3
N 5.758 -7.172 -1.805 4.2 -2.3 0.7
H 5.065 -5.209 -1.119 -0.9 0.3 0.0
H 3.420 -5.311 -1.788 0.3 0.4 0.3
H 6.164 -7.990 -2.237 0.0 0.4 0.2
H 6.301 -6.482 -1.307 0.6 -1.0 -0.3
```
Forces are in eV/Å.